No. 1
Here is a structure of composition C15H19N3O4OsS from OMol25. Energies are from the ωB97M-V functional and the def2-TZVPD basis.

The geometry in ORCA input format:
```
! wB97M-V def2-TZVPD RIJCOSX def2/J DEFGRID3
* xyz 2 5
Os 0.1520 0.1223 -0.6559
S 4.1834 1.7720 -1.2933
C 4.3820 0.0643 -1.1960
C 3.2129 -0.5920 -0.9924
C 2.0930 0.2969 -0.8961
C 2.5148 1.6263 -1.0571
C 1.5235 2.6845 -1.0101
C 1.7572 4.0427 -1.1206
C 0.6847 4.9188 -1.0602
C -0.6002 4.4189 -0.8938
C -0.7709 3.0541 -0.8000
N 0.2621 2.1992 -0.8526
H 5.3701 -0.3552 -1.3063
H 3.1539 -1.6681 -0.9313
H 2.7663 4.4085 -1.2529
H 0.8500 5.9845 -1.1438
H -1.4586 5.0725 -0.8440
H -1.7508 2.6158 -0.6695
C -2.7521 -1.2160 1.3517
C -2.9429 -0.0170 0.5035
C -4.2525 0.6421 0.3088
O -2.1044 -0.0025 -0.6489
C -0.7406 1.2338 2.6564
O -1.4600 1.8219 3.3275
O 0.0003 0.6337 1.9722
H -3.2702 -2.0871 0.9284
H -3.1668 -1.0460 2.3452
H -1.6985 -1.4817 1.4505
H -4.9015 0.0646 -0.3656
H -4.1543 1.6491 -0.1036
H -4.7757 0.7215 1.2604
H -2.5909 0.3328 -1.4153
C 1.0946 -5.2064 0.3529
N 0.5079 -4.0446 -0.3073
C 0.6282 -2.7963 0.1069
N 1.3371 -2.5064 1.1977
O 0.0134 -1.8796 -0.5578
H 0.6920 -6.1013 -0.1104
H 0.8183 -5.2270 1.4074
H 2.1796 -5.2176 0.2466
H -0.0111 -4.1676 -1.1630
H 1.8171 -3.2172 1.7240
H 1.4080 -1.5512 1.5078
*
```

The HOMO-LUMO gap (spin up / spin down) comes out at 7.35 / 6.59 eV. The expectation value of S² is 6.03. Its largest force on an atom is 0.1 eV Å⁻¹. The calculation puts the energy relative to the best compared isomer or geometry (same formula, charge and spin) at 0.000 eV.

Atomic partial charges in e from the Löwdin method, atoms 1 to 5:
1 Os 1.61
2 S 1.15
3 C -0.34
4 C -0.18
5 C -0.37



No. 2
Here is a cluster of 11 separate species, H22O11 in total from OMol25. Energies are from the ωB97M-V functional and the def2-TZVPD basis.

The geometry in ORCA input format:
```
! wB97M-V def2-TZVPD RIJCOSX def2/J DEFGRID3
* xyz 0 1
O -10.1855 9.2545 6.5465
H -9.4680 8.6152 6.6052
H -10.5623 9.1370 5.6531
O -11.6045 8.1174 4.0657
H -12.4639 8.4086 3.7165
H -11.8114 7.3413 4.5991
O -13.9957 9.7926 4.0444
H -14.9053 10.0209 4.2607
H -13.4657 10.1450 4.7972
O -11.2008 10.9510 2.6603
H -10.2768 11.1905 2.8290
H -11.5877 10.8385 3.5354
O -8.4871 10.4471 3.7091
H -8.4726 9.5269 3.9942
H -8.6780 10.9472 4.5120
O -9.9770 8.7224 1.4070
H -9.7601 8.0335 2.0414
H -10.5129 9.3592 1.9123
O -7.5656 12.7382 1.6199
H -8.3862 13.0716 2.0343
H -7.4017 11.8939 2.0597
O -14.1350 9.2862 1.2912
H -13.4057 9.4014 0.6712
H -13.7966 9.6203 2.1379
O -9.6707 13.2497 3.3116
H -10.0864 14.0987 3.1126
H -9.9417 13.0550 4.2148
O -12.6606 10.5264 6.2434
H -11.7246 10.4064 6.4488
H -13.0999 10.6048 7.0971
O -8.7475 11.5751 -0.7935
H -9.2837 12.3490 -0.9875
H -8.6031 11.6127 0.1679
*
```

The HOMO-LUMO gap comes out at 9.56 eV. The SMILES is O.O.O.O.O.O.O.O.O.O.O. Its largest force on an atom is 0.9 eV Å⁻¹. The calculation puts the energy relative to the best compared isomer or geometry (same formula, charge and spin) at 1.483 eV.

Atomic partial charges in e from the Löwdin method, atoms 1 to 5:
1 O -0.06
2 H 0.06
3 H 0.01
4 O -0.05
5 H 0.03



No. 3
Here is a cluster of 3 separate species, C3H5NO2 in total in a non-equilibrium geometry from OMol25. Energies are from the ωB97M-V functional and the def2-TZVPD basis.

The geometry in ORCA input format:
```
! wB97M-V def2-TZVPD RIJCOSX def2/J DEFGRID3
* xyz 0 1
N 2.8896 0.8635 -0.0501
C 2.1918 0.2297 -0.7159
O -0.3505 -1.0343 -1.1629
C -0.7642 -1.4977 -0.1221
C -0.8768 1.3231 0.6391
O -1.4540 0.5392 1.3550
H -0.2553 2.1370 1.0462
H 1.4715 -0.3531 -1.2722
H -0.1157 -1.6469 0.7610
H -1.8166 -1.7964 -0.0157
H -0.9199 1.2359 -0.4625
*
```

The HOMO-LUMO gap comes out at 10.95 eV. The SMILES is C#N.C=O.C=O. Its largest force on an atom is 1.0 eV Å⁻¹. The calculation puts the energy relative to the best compared isomer or geometry (same formula, charge and spin) at 3.063 eV.

Atomic partial charges in e from the Löwdin method, atoms 1 to 5:
1 N 0.05
2 C -0.09
3 O -0.07
4 C -0.14
5 C -0.12



No. 4
Here is a cluster of 2 separate species, C2H2NO4 in total in a non-equilibrium geometry from OMol25. Energies are from the ωB97M-V functional and the def2-TZVPD basis.

The geometry in ORCA input format:
```
! wB97M-V def2-TZVPD RIJCOSX def2/J DEFGRID3
* xyz -1 1
C 0.2939 0.1002 0.9599
C -0.7615 0.4209 -0.0544
N 2.2600 0.0487 -0.5872
O 1.2520 -0.5383 -0.9147
O 1.3353 0.7857 1.1204
O -0.7422 1.2980 -0.8931
O -1.7298 -0.6468 -0.1587
H 0.2479 -0.7632 1.6102
H -2.1556 -0.7052 -1.0824
*
```

The HOMO-LUMO gap (spin up / spin down) comes out at 6.08 / 5.90 eV. Its largest force on an atom is 3.8 eV Å⁻¹. The calculation puts the energy relative to the best compared isomer or geometry (same formula, charge and spin) at 5.755 eV.

Atomic partial charges in e from the Löwdin method, atoms 1 to 5:
1 C -0.35
2 C -0.52
3 N 0.02
4 O -0.18
5 O -0.15



No. 5
Here is a structure of composition C3H6AgF3N2O3S2 in a non-equilibrium geometry from OMol25. Energies are from the ωB97M-V functional and the def2-TZVPD basis.

The geometry in ORCA input format:
```
! wB97M-V def2-TZVPD RIJCOSX def2/J DEFGRID3
* xyz 0 1
Ag 7.9396 5.9776 7.9346
C 4.0323 4.5041 9.3213
N 5.3823 4.9533 9.6783
C 5.7972 6.2285 9.8630
N 4.8451 7.1391 9.9786
S 7.4897 6.6557 10.0857
H 4.0589 3.4354 9.0959
H 3.6897 5.0621 8.4113
H 3.3809 4.6690 10.1728
H 6.1117 4.2435 9.7123
H 3.8612 6.8665 9.9810
H 5.1482 8.0875 10.1152
F 6.5617 2.8287 4.8584
C 6.0317 4.0338 5.0396
F 4.9851 4.2186 4.2600
F 5.5292 4.0369 6.3597
S 7.3262 5.4026 4.8071
O 8.1037 5.0662 3.6418
O 8.2066 5.2663 5.9976
O 6.5205 6.6005 4.7249
*
```

The HOMO-LUMO gap comes out at 9.56 eV. Its largest force on an atom is 1.6 eV Å⁻¹.

Atomic partial charges in e from the Löwdin method, atoms 1 to 5:
1 Ag 0.60
2 C -0.06
3 N -0.06
4 C -0.86
5 N 0.13



No. 6
Here is a cluster of 4 separate species, C4H12O3 in total in a non-equilibrium geometry from OMol25. Energies are from the ωB97M-V functional and the def2-TZVPD basis.

The geometry in ORCA input format:
```
! wB97M-V def2-TZVPD RIJCOSX def2/J DEFGRID3
* xyz 0 1
C -0.8154 1.6667 -1.5653
C 0.1701 1.9669 -0.7208
C 0.2546 1.4798 0.6434
C 1.2349 1.6609 1.5468
H -1.5699 0.9609 -1.2347
H -0.8273 2.0708 -2.5629
H 0.9449 2.6604 -1.0363
H -0.5719 0.8354 0.9464
H 1.3891 0.8256 2.2241
H 1.7632 2.5855 1.7518
H -1.1816 -2.0021 1.0003
H -2.4852 -1.9849 0.1404
O -2.1287 -1.7662 1.0043
H 0.9559 -3.3957 1.0756
H 0.7642 -2.1908 0.0737
O 0.6268 -2.4988 0.9874
H 1.0845 -0.4985 -1.1721
H -0.2749 -1.0875 -1.5646
O 0.6665 -1.2885 -1.5375
*
```

The HOMO-LUMO gap comes out at 9.17 eV. The SMILES is C=CC=C.O.O.O. Its largest force on an atom is 1.6 eV Å⁻¹. The calculation puts the energy relative to the best compared isomer or geometry (same formula, charge and spin) at 1.719 eV.

Atomic partial charges in e from the Löwdin method, atoms 1 to 5:
1 C 0.00
2 C -0.22
3 C -0.21
4 C 0.03
5 H 0.06



Question: Number 2 is which compound?
Answer: H22O11



Question: The highest largest force on an atom belongs to which entry?
Answer: C2H2NO4



Question: Which of these has the lowest largest force on an atom?
Answer: C15H19N3O4OsS



Question: Which of these has the highest largest force on an atom?
Answer: C2H2NO4